[1]
{
  "formula": "C24H24BrCaNO6Si2",
  "method": "ωB97M-V/def2-TZVPD",
  "total_charge": -2,
  "energy_ev": -143295.83710,
  "largest_force_ev_per_a": 1.25,
  "lumo_ev": 3.701,
  "symbols": ["Ca", "O", "C", "O", "C", "C", "C", "C", "C", "N", "C", "O", "O", "H", "H", "H", "H", "C", "Si", "C", "C", "C", "C", "C", "C", "C", "Si", "C", "C", "H", "H", "H", "H", "H", "H", "H", "H", "H", "H", "H", "H", "H", "H", "H", "H", "Br", "C", "C", "C", "C", "C", "C", "C", "O", "O", "H", "H", "H", "H"],
  "coordinates": [[0.21, -1.80, 0.62], [1.37, 2.73, 1.49], [0.93, 1.43, 1.66], [-0.13, 1.06, 0.82], [1.55, 0.54, 2.45], [2.71, 0.87, 3.29], [3.35, -0.12, 3.94], [2.93, -1.49, 3.87], [1.80, -1.73, 3.14], [1.09, -0.78, 2.47], [1.26, -3.19, 3.02], [1.71, -4.04, 3.77], [0.37, -3.37, 2.09], [0.72, 3.33, 1.88], [3.07, 1.89, 3.32], [4.23, 0.13, 4.53], [3.42, -2.30, 4.37], [3.02, -1.85, -2.42], [2.14, -0.65, -1.21], [3.65, 0.12, -0.34], [1.73, 0.85, -2.36], [2.44, 1.02, -3.56], [2.24, 2.09, -4.41], [1.30, 3.06, -4.09], [0.58, 2.93, -2.91], [0.76, 1.84, -2.05], [-0.49, 1.80, -0.65], [-1.99, 0.92, -1.26], [-0.98, 3.56, -0.27], [3.93, -1.44, -2.86], [2.35, -2.17, -3.23], [3.30, -2.75, -1.86], [4.41, 0.41, -1.08], [4.10, -0.59, 0.37], [3.36, 1.00, 0.24], [3.19, 0.28, -3.83], [2.82, 2.17, -5.33], [1.13, 3.91, -4.75], [-0.16, 3.69, -2.68], [-2.30, 1.36, -2.22], [-2.81, 1.01, -0.54], [-1.79, -0.14, -1.43], [-1.66, 3.96, -1.04], [-0.12, 4.22, -0.19], [-1.53, 3.56, 0.68], [-7.36, -0.52, 2.60], [-5.91, -1.25, 1.60], [-6.18, -2.08, 0.53], [-5.12, -2.61, -0.19], [-3.80, -2.30, 0.13], [-3.57, -1.46, 1.20], [-4.61, -0.93, 1.95], [-2.70, -2.90, -0.74], [-3.00, -3.81, -1.50], [-1.53, -2.40, -0.56], [-7.20, -2.32, 0.27], [-5.28, -3.28, -1.03], [-2.55, -1.19, 1.48], [-4.41, -0.27, 2.79]]
}

***

[2]
{
  "formula": "C24H24BrCl40FN4O3",
  "method": "ωB97M-V/def2-TZVPD",
  "total_charge": 0,
  "energy_ev": -611029.30424,
  "largest_force_ev_per_a": 5.96,
  "lumo_ev": -0.232,
  "symbols": ["C", "C", "C", "N", "C", "Br", "N", "C", "O", "C", "C", "C", "C", "C", "C", "C", "N", "C", "O", "N", "C", "O", "F", "H", "H", "H", "H", "H", "H", "H", "H", "H", "H", "H", "H", "H", "H", "H", "H", "H", "H", "H", "H", "H", "H", "H", "H", "Cl", "C", "Cl", "Cl", "Cl", "Cl", "C", "Cl", "Cl", "Cl", "Cl", "C", "Cl", "Cl", "Cl", "Cl", "C", "Cl", "Cl", "Cl", "Cl", "C", "Cl", "Cl", "Cl", "Cl", "C", "Cl", "Cl", "Cl", "Cl", "C", "Cl", "Cl", "Cl", "Cl", "C", "Cl", "Cl", "Cl", "Cl", "C", "Cl", "Cl", "Cl", "Cl", "C", "Cl", "Cl", "Cl"],
  "coordinates": [[-2.13, -1.87, 0.82], [-3.30, -0.77, 0.75], [-2.94, 0.53, -0.13], [-1.55, 0.97, 0.25], [-0.64, 1.14, -0.91], [-0.51, -0.37, -2.25], [-0.76, 2.34, -1.78], [0.43, 2.26, -2.69], [0.53, 2.54, -3.90], [1.60, 1.71, -1.69], [0.87, 1.20, -0.35], [1.33, -0.16, 0.37], [2.73, -0.76, -0.16], [2.59, -1.79, -1.39], [3.68, -3.00, -1.32], [2.96, -4.26, -0.60], [1.87, -4.84, -1.45], [1.30, 2.33, 0.71], [2.53, 2.42, 0.98], [0.40, 3.28, 1.41], [-0.07, 2.75, 2.70], [-0.07, 1.52, 2.98], [-0.62, 3.60, 3.73], [-1.34, -1.57, 1.61], [-1.64, -2.05, -0.20], [-2.58, -2.86, 1.23], [-3.45, -0.38, 1.83], [-4.33, -1.23, 0.46], [-3.67, 1.36, 0.22], [-3.11, 0.42, -1.26], [-1.68, 1.93, 0.64], [-1.63, 2.48, -2.31], [2.37, 1.03, -2.21], [2.21, 2.68, -1.53], [0.54, -0.99, 0.38], [1.50, 0.10, 1.49], [3.23, -1.32, 0.70], [3.45, 0.07, -0.48], [1.54, -2.25, -1.36], [2.71, -1.29, -2.42], [4.60, -2.61, -0.74], [3.98, -3.37, -2.37], [2.47, -3.89, 0.37], [3.72, -5.09, -0.30], [2.07, -4.51, -2.42], [0.98, -4.41, -1.16], [-0.38, 3.62, 0.82], [2.73, 5.41, -0.98], [3.42, 5.97, 0.56], [3.62, 7.73, 0.51], [2.32, 5.53, 1.88], [5.00, 5.20, 0.82], [0.54, 10.61, 1.49], [-0.21, 9.67, 0.19], [0.62, 8.10, 0.04], [-1.92, 9.39, 0.56], [-0.07, 10.55, -1.35], [5.85, 5.53, -3.50], [4.77, 5.66, -4.91], [5.53, 4.88, -6.31], [3.23, 4.85, -4.54], [4.46, 7.37, -5.27], [-2.18, -7.61, 2.35], [-2.28, -5.84, 2.47], [-3.82, -5.26, 1.78], [-2.20, -5.36, 4.18], [-0.92, -5.12, 1.59], [-5.76, -10.09, 1.22], [-6.37, -8.99, 2.48], [-5.49, -7.45, 2.39], [-8.11, -8.70, 2.22], [-6.13, -9.73, 4.08], [-0.41, -12.11, 0.24], [-1.79, -11.99, 1.36], [-1.85, -10.34, 2.03], [-3.29, -12.33, 0.48], [-1.59, -13.16, 2.68], [-1.35, 15.20, 1.10], [0.34, 14.71, 0.85], [1.08, 14.29, 2.41], [0.40, 13.30, -0.23], [1.24, 16.06, 0.12], [-7.21, -11.94, -2.46], [-7.53, -10.19, -2.57], [-8.42, -9.66, -1.14], [-5.99, -9.32, -2.68], [-8.49, -9.86, -4.03], [3.45, -16.03, 2.62], [1.95, -15.42, 3.36], [2.36, -14.40, 4.76], [1.05, -14.46, 2.17], [0.95, -16.79, 3.90], [1.65, 19.59, -0.94], [3.34, 19.11, -1.20], [4.07, 18.68, 0.36], [3.39, 17.70, -2.28], [4.24, 20.45, -1.93]]
}

***

| no. | gap between HOMO and LUMO (eV) |
| --- | --- |
| 1 | 4.080 |
| 2 | 9.253 |